Entry 1:
One molecule with the formula C6H9N2O2P in a non-equilibrium geometry, computed with the ωB97M-V functional and the def2-TZVPD basis.

The SMILES is C1=CN(P[C@@H]2C=NOC2)OC1. The HOMO energy comes out at -7.871 eV. The orbital gap is 8.51 eV. The calculation puts the LUMO energy at 0.6 eV. Its molecular weight is 172.12 g/mol.

```
! RIJCOSX wB97M-V def2-TZVPD def2/J DEFGRID3
* xyz 0 1
C 2.52 -1.18 0.27
C 1.39 -1.49 1.00
N 0.30 -1.64 0.16
P -1.32 -1.33 0.62
C -1.75 0.62 0.21
C -1.83 1.35 -1.17
N -1.74 2.62 -1.03
O -1.52 2.95 0.28
C -1.14 1.75 0.96
O 0.71 -1.47 -1.17
C 2.12 -1.05 -1.12
H 3.50 -1.14 0.68
H 1.11 -1.55 2.03
H -1.68 -1.37 -0.84
H -2.82 0.51 0.48
H -2.04 0.77 -2.09
H -1.58 1.64 1.92
H -0.05 1.58 0.83
H 2.20 -0.03 -1.55
H 2.55 -1.59 -2.01
*
```

Entry 2:
A 2-piece molecular cluster, C6H9N2O2S overall in a non-equilibrium geometry, computed with the ωB97M-V functional and the def2-TZVPD basis.

The HOMO energy comes out at -13.326 eV. The orbital gap is 8.48 eV. The calculation puts the LUMO energy at -4.8 eV. Its molecular weight is 173.22 g/mol.

```
! RIJCOSX wB97M-V def2-TZVPD def2/J DEFGRID3
* xyz 1 1
C 2.50 1.67 0.11
C 2.98 0.35 0.29
C 1.16 1.85 -0.02
C 2.08 -0.71 0.16
C 0.26 0.77 0.00
C -0.27 -1.62 0.33
N 0.66 -0.55 0.07
N -3.04 -0.21 -0.51
O -5.45 -0.70 -0.31
O -0.93 1.22 -0.24
S -4.35 -0.08 0.34
H 3.21 2.58 0.08
H 3.95 0.02 0.32
H 0.86 2.88 -0.17
H 2.28 -1.79 0.17
H -1.18 -1.15 0.18
H -0.07 -2.35 -0.46
H -0.01 -2.05 1.43
H -3.00 -0.56 -1.46
H -1.66 0.43 -0.32
*
```

Entry 3:
An isolated ion of composition C6H9N2O3 and charge -1 in a non-equilibrium geometry, computed with the ωB97M-V functional and the def2-TZVPD basis.

The HOMO energy (spin up / spin down) comes out at -2.520 / -2.517 eV. The orbital gap (spin up / spin down) is 6.39 / 6.39 eV. The calculation puts the LUMO energy (spin up / spin down) at 3.9 / 3.9 eV. Its molecular weight is 157.15 g/mol.

```
! RIJCOSX wB97M-V def2-TZVPD def2/J DEFGRID3
* xyz -1 1
C 1.96 0.21 -0.12
C 1.95 -1.16 -0.24
C 0.89 1.16 -0.21
C -0.49 -1.47 -0.45
C -1.21 -1.72 0.88
C -1.38 1.80 -0.04
N -0.87 -0.29 -1.14
N -0.37 0.92 -0.63
O 2.50 -2.24 -0.12
O 1.24 2.35 0.18
O 3.18 0.82 0.40
H -0.71 -2.41 -0.99
H -2.17 -2.27 0.74
H -1.46 -0.68 1.33
H -0.62 -2.42 1.61
H -0.88 2.36 0.83
H -1.83 2.56 -0.69
H -2.08 1.05 0.29
H -0.51 -0.32 -2.18
H 2.86 1.74 0.56
*
```

Entry 4:
One molecule with the formula C6H9N2O7P in a non-equilibrium geometry, computed with the ωB97M-V functional and the def2-TZVPD basis.

The SMILES is COC[C@]1(OC#N)OC(=O)O[C@H]1P(=N)(O)O. The HOMO energy comes out at -9.341 eV. The orbital gap is 9.60 eV. The calculation puts the LUMO energy at 0.3 eV. Its molecular weight is 252.12 g/mol.

```
! RIJCOSX wB97M-V def2-TZVPD def2/J DEFGRID3
* xyz 0 1
C 2.96 1.53 0.14
O 2.86 0.40 -0.74
C 1.94 -0.57 -0.28
C 0.51 -0.01 0.03
O 0.10 1.05 -0.87
C 0.13 0.57 -2.12
N 0.05 -0.09 -3.04
O 0.44 0.23 1.43
C 0.13 -1.04 1.99
O 0.65 -1.39 2.96
O -0.77 -1.74 1.20
C -0.70 -1.02 -0.06
P -2.42 -0.20 -0.06
N -2.40 1.12 0.77
O -3.51 -1.26 0.61
O -2.93 0.16 -1.58
H 2.08 2.22 0.07
H 3.14 1.26 1.21
H 3.84 2.12 -0.19
H 1.82 -1.30 -1.12
H 2.39 -1.13 0.58
H -0.59 -1.78 -0.87
H -3.03 1.08 1.57
H -4.31 -1.16 0.05
H -2.63 1.04 -1.85
*
```

Entry 5:
A 2-piece molecular cluster, C6H9N2OS overall in a non-equilibrium geometry, computed with the ωB97M-V functional and the def2-TZVPD basis.

The HOMO energy (spin up / spin down) comes out at -11.004 / -10.869 eV. The orbital gap (spin up / spin down) is 5.76 / 5.62 eV. The calculation puts the LUMO energy (spin up / spin down) at -5.2 / -5.2 eV. Its molecular weight is 157.22 g/mol.

```
! RIJCOSX wB97M-V def2-TZVPD def2/J DEFGRID3
* xyz 1 1
C -2.50 2.13 0.43
C -1.15 1.75 0.27
C -3.47 1.21 0.14
C -1.12 0.39 0.02
C 3.96 -0.25 0.42
C -0.48 -2.57 -0.62
N 0.04 -0.20 -0.24
N 2.86 -0.16 -0.29
O 0.27 -1.47 -0.42
S -2.80 -0.33 -0.12
H -2.99 3.12 0.35
H -0.34 2.31 0.56
H -4.54 1.30 0.28
H 4.12 0.11 1.48
H 4.70 -0.83 -0.02
H 0.21 -3.50 -0.67
H -1.53 -2.66 -0.44
H 1.97 0.26 0.06
H 2.80 -0.60 -1.21
*
```

Entry 6:
An isolated ion of composition C6H9N2OS and charge +1 in a non-equilibrium geometry, computed with the ωB97M-V functional and the def2-TZVPD basis.

The HOMO energy comes out at -13.297 eV. The orbital gap is 7.50 eV. The calculation puts the LUMO energy at -5.8 eV. Its molecular weight is 157.22 g/mol.

```
! RIJCOSX wB97M-V def2-TZVPD def2/J DEFGRID3
* xyz 1 1
C -2.08 -0.64 0.23
C 0.46 -0.30 -1.04
C 1.32 1.49 0.59
C 0.52 -0.73 1.49
C 0.78 0.28 0.46
C 1.37 -0.16 -2.23
N -1.94 0.55 0.59
N -3.02 -1.37 -0.35
O -0.37 -1.20 -1.19
S -0.72 -1.68 1.53
H 1.36 2.18 -0.25
H 1.74 1.93 1.47
H 1.25 -0.74 2.26
H 1.07 0.53 -2.95
H 1.34 -0.95 -2.86
H 2.35 0.08 -2.00
H -1.16 1.07 0.93
H -3.76 -0.97 -0.95
H -2.74 -2.28 -0.60
*
```

The following E_tot values (in eV) correspond, in order, to the records above: -22725.7193; -24269.6955; -15487.5029; -32967.1620; -22217.9797; -22220.0577.
The following ΔE to the lowest compared entry with this formula, charge and spin values (in kcal/mol) correspond, in order, to the records above: 147.3; 12.1; 93.2; 96.0; 113.1; 65.1.